C5H8ClOPS | ωB97M-V/def2-TZVPD

Orbital gap: 9.02 eV
HOMO: -9.0 eV
E_LUMO: 0.0 eV
SMILES: CC1=C[C@@H](C)O[P@@]1(=S)Cl
Energy above the lowest of the compared OMol25 structures with the same formula, charge and spin: 15.5 kcal/mol
Total charge: 0

XYZ file:
```
17
Properties=species:S:1:pos:R:3:forces:R:3
C -2.5488 0.2042 0.5160 1.4 -2.8 -0.1
C -1.1437 0.6747 0.1638 3.0 -3.0 3.8
C 0.0671 0.0803 0.7398 -5.0 2.5 -3.3
C 1.2173 0.8137 0.1537 2.0 1.1 1.2
C 1.8901 0.1478 -0.9900 -0.3 1.3 -1.3
O 0.8697 2.1514 -0.3292 -1.3 -1.1 0.2
P -0.6864 2.1430 -0.7305 0.4 1.7 0.7
S -1.4128 3.9094 -0.4562 -0.3 -0.9 -0.3
Cl -0.7053 1.4393 -2.6231 -0.4 0.2 -0.7
H -3.2116 0.6126 -0.2000 -1.1 0.3 -0.5
H -2.8200 0.4753 1.5314 -0.1 0.3 0.0
H -2.6148 -1.0006 0.4959 0.2 2.8 -0.2
H 0.0636 -0.8903 1.2704 0.2 0.9 -0.3
H 1.9856 1.0784 0.8943 -0.2 -0.4 0.2
H 2.0775 -0.8289 -0.6906 1.4 -1.8 0.5
H 2.7493 0.8391 -1.2506 -0.8 -1.5 -0.2
H 1.1434 -0.0072 -1.7988 0.8 0.5 0.3
```
Forces are in eV/Å.